128
Properties=species:S:1:pos:R:3 method="wB97M-V/def2-TZVPD" total_charge=+1 orbital_gap_ha=0.245
C -4.362 -4.430 0.683
C -4.679 -3.016 0.190
C -5.843 -2.856 -0.531
C -6.230 -1.613 -1.012
C -5.397 -0.540 -0.775
C -4.242 -0.690 -0.053
C -3.855 -1.918 0.446
C -2.624 -2.145 1.280
S -1.153 -1.255 0.664
P -0.837 0.361 2.078
S -0.419 -0.431 3.806
C 0.265 -2.360 0.967
Br 0.222 -3.864 -0.266
C 1.610 -1.604 0.995
C 2.144 -1.302 -0.433
Br 2.909 -2.848 1.806
H -3.326 -4.663 0.392
H -4.394 -4.415 1.781
H -5.037 -5.166 0.249
H -6.490 -3.710 -0.728
H -7.167 -1.548 -1.556
H -5.715 0.429 -1.158
H -3.640 0.204 0.126
H -2.336 -3.200 1.341
H -2.776 -1.819 2.324
H 0.275 1.163 1.665
H -2.021 1.130 2.202
H 0.114 -2.810 1.956
H 1.618 -0.732 1.653
H 2.559 -2.238 -0.814
H 1.298 -0.960 -1.042
H 2.940 -0.560 -0.345
C -7.753 -4.058 -2.994
O -8.495 -4.319 -2.057
N -7.983 -4.360 -4.275
C -7.053 -4.016 -5.344
C -9.212 -5.058 -4.614
H -6.797 -3.530 -2.842
H -7.548 -3.365 -6.078
H -6.727 -4.934 -5.843
H -6.181 -3.501 -4.940
H -10.070 -4.461 -4.304
H -9.248 -6.012 -4.086
H -9.256 -5.231 -5.687
C 3.057 2.679 1.907
O 2.002 2.317 1.383
N 3.162 3.610 2.852
C 4.442 3.987 3.427
C 1.959 4.273 3.327
H 4.024 2.241 1.620
H 4.422 3.798 4.501
H 4.615 5.049 3.249
H 5.251 3.411 2.981
H 1.273 3.529 3.738
H 1.470 4.773 2.490
H 2.208 5.003 4.092
C -7.115 -1.930 -8.632
O -7.607 -2.511 -7.674
N -5.805 -1.724 -8.820
C -5.304 -1.024 -9.989
C -4.868 -2.218 -7.820
H -7.738 -1.521 -9.443
H -4.636 -1.677 -10.548
H -4.752 -0.137 -9.676
H -6.129 -0.721 -10.632
H -4.981 -3.300 -7.725
H -5.103 -1.759 -6.856
H -3.835 -1.984 -8.099
C 5.707 -1.202 3.325
O 5.614 0.013 3.436
N 6.605 -1.970 3.960
C 6.657 -3.414 3.780
C 7.556 -1.338 4.858
H 5.031 -1.773 2.668
H 6.500 -3.911 4.743
H 7.637 -3.693 3.386
H 5.887 -3.739 3.081
H 7.020 -0.815 5.652
H 8.150 -0.607 4.307
H 8.212 -2.088 5.293
C -1.304 -2.101 -9.712
O -2.468 -1.852 -9.433
N -0.897 -3.172 -10.408
C 0.503 -3.412 -10.708
C -1.893 -4.123 -10.878
H -0.477 -1.442 -9.403
H 0.644 -3.446 -11.790
H 0.810 -4.367 -10.277
H 1.124 -2.620 -10.295
H -2.603 -3.615 -11.531
H -2.439 -4.530 -10.026
H -1.411 -4.930 -11.422
C 2.914 8.083 4.833
O 3.583 7.334 4.138
N 2.861 8.055 6.174
C 2.041 8.980 6.934
C 3.654 7.065 6.885
H 2.278 8.868 4.391
H 2.674 9.565 7.603
H 1.313 8.421 7.527
H 1.510 9.656 6.268
H 4.709 7.201 6.647
H 3.357 6.063 6.570
H 3.506 7.169 7.957
C 5.237 -4.450 6.890
O 5.985 -5.118 6.195
N 5.218 -4.463 8.232
C 4.302 -3.641 9.000
C 6.149 -5.332 8.936
H 4.495 -3.760 6.452
H 4.869 -2.969 9.647
H 3.668 -4.280 9.617
H 3.673 -3.050 8.338
H 7.172 -5.063 8.669
H 5.978 -6.367 8.640
H 6.013 -5.231 10.009
C 1.246 10.071 -0.154
O 1.314 11.273 0.000
N 2.040 9.168 0.461
C 1.908 7.744 0.235
C 3.061 9.644 1.379
H 0.506 9.609 -0.830
H 1.684 7.242 1.180
H 2.843 7.347 -0.165
H 1.106 7.542 -0.473
H 2.584 10.205 2.185
H 3.743 10.309 0.849
H 3.615 8.805 1.795